{
  "formula": "C35H26F3N2O5PSr",
  "method": "wB97M-V/def2-TZVPD",
  "e_tot_ha": -2506.92224,
  "largest_force_ev_per_a": 0.1,
  "e_lumo_ev": 4.5,
  "e_above_lowest_kj_mol": 0.0,
  "total_charge": -2,
  "species": ["Sr", "C", "O", "C", "C", "C", "C", "C", "C", "N", "N", "C", "O", "C", "C", "C", "C", "C", "C", "C", "O", "H", "H", "H", "H", "H", "H", "H", "H", "H", "H", "H", "H", "C", "C", "C", "C", "C", "C", "P", "C", "C", "C", "C", "C", "C", "C", "C", "C", "C", "C", "C", "H", "H", "H", "H", "H", "H", "H", "H", "H", "H", "H", "H", "H", "H", "F", "C", "F", "F", "C", "O", "O"],
  "positions_angstrom": [[2.052, 0.964, 1.078], [0.462, -2.198, 4.005], [-0.151, -1.257, 4.883], [-1.075, -0.459, 4.234], [-2.394, -0.551, 4.609], [-3.373, 0.239, 3.993], [-2.981, 1.082, 2.973], [-1.648, 1.194, 2.557], [-1.402, 2.037, 1.396], [-0.322, 2.136, 0.717], [-0.463, 2.936, -0.415], [0.607, 2.907, -1.175], [1.708, 2.307, -0.977], [0.478, 3.690, -2.458], [-0.665, 4.419, -2.778], [-0.751, 5.096, -3.986], [0.302, 5.051, -4.894], [1.443, 4.327, -4.578], [1.529, 3.653, -3.368], [-0.620, 0.459, 3.229], [0.622, 0.576, 2.970], [1.265, -2.675, 4.565], [0.873, -1.713, 3.119], [-0.266, -2.960, 3.699], [-2.650, -1.257, 5.392], [-4.411, 0.169, 4.294], [-3.727, 1.674, 2.450], [-2.273, 2.591, 1.027], [-1.477, 4.432, -2.064], [-1.647, 5.660, -4.225], [0.232, 5.577, -5.839], [2.269, 4.284, -5.279], [2.403, 3.074, -3.098], [-0.772, 0.706, -3.926], [0.296, -0.129, -3.634], [0.349, -0.810, -2.423], [-0.666, -0.660, -1.482], [-1.733, 0.188, -1.785], [-1.793, 0.857, -2.996], [-0.610, -1.366, 0.217], [-2.088, -2.470, 0.134], [-2.854, -2.585, 1.294], [-3.981, -3.398, 1.327], [-4.363, -4.102, 0.194], [-3.616, -3.985, -0.973], [-2.490, -3.175, -1.001], [0.836, -2.470, 0.138], [0.796, -3.845, -0.088], [1.986, -4.563, -0.122], [3.187, -3.885, 0.051], [3.195, -2.507, 0.267], [2.023, -1.731, 0.345], [-0.791, 1.267, -4.853], [1.111, -0.233, -4.340], [1.201, -1.435, -2.190], [-2.508, 0.352, -1.043], [-2.613, 1.537, -3.196], [-2.570, -2.012, 2.172], [-4.565, -3.468, 2.237], [-5.246, -4.731, 0.214], [-3.915, -4.525, -1.865], [-1.915, -3.076, -1.915], [-0.149, -4.360, -0.229], [1.974, -5.636, -0.283], [4.124, -4.436, 0.026], [4.160, -2.023, 0.402], [6.840, 2.884, 0.894], [6.280, 2.372, 2.014], [6.343, 3.335, 2.949], [7.091, 1.379, 2.430], [4.831, 1.874, 1.734], [3.909, 2.609, 2.125], [4.756, 0.794, 1.123]],
  "forces_ev_per_a": [[0.0, 0.0, -0.1], [0.0, 0.0, 0.0], [0.0, 0.0, -0.1], [0.0, 0.0, 0.1], [0.0, 0.0, 0.0], [0.0, 0.0, 0.0], [0.0, 0.0, 0.0], [0.0, -0.1, 0.1], [0.0, 0.0, -0.1], [0.0, 0.0, 0.1], [0.0, 0.1, -0.1], [0.0, 0.0, 0.1], [0.0, 0.0, 0.0], [0.0, 0.0, 0.0], [0.0, 0.0, 0.0], [0.0, 0.0, 0.0], [0.0, 0.0, 0.0], [0.0, 0.0, 0.0], [0.0, 0.0, 0.0], [0.0, 0.0, 0.0], [0.0, 0.0, 0.0], [0.0, 0.0, 0.0], [0.0, 0.0, 0.0], [0.0, 0.0, 0.0], [0.0, 0.0, 0.0], [0.0, 0.0, 0.0], [0.0, 0.0, 0.0], [0.0, 0.0, 0.0], [0.0, 0.0, 0.0], [0.0, 0.0, 0.0], [0.0, 0.0, 0.0], [0.0, 0.0, 0.0], [0.0, 0.0, 0.0], [0.0, 0.0, 0.0], [0.0, 0.0, 0.0], [0.0, 0.0, 0.0], [0.0, 0.0, 0.0], [0.0, 0.0, 0.0], [0.0, 0.0, 0.0], [0.0, 0.0, 0.0], [0.0, 0.0, 0.0], [0.0, 0.0, 0.0], [0.0, 0.0, 0.0], [0.0, 0.0, 0.0], [0.0, 0.0, 0.0], [0.0, 0.0, 0.0], [0.0, 0.0, 0.0], [0.0, 0.0, 0.0], [0.0, 0.0, 0.0], [0.0, 0.0, 0.0], [0.0, 0.0, 0.0], [0.0, 0.0, 0.0], [0.0, 0.0, 0.0], [0.0, 0.0, 0.0], [0.0, 0.0, 0.0], [0.0, 0.0, 0.0], [0.0, 0.0, 0.0], [0.0, 0.0, 0.0], [0.0, 0.0, 0.0], [0.0, 0.0, 0.0], [0.0, 0.0, 0.0], [0.0, 0.0, 0.0], [0.0, 0.0, 0.0], [0.0, 0.0, 0.0], [0.0, 0.0, 0.0], [0.0, 0.0, 0.0], [0.0, 0.0, 0.0], [0.0, 0.0, 0.0], [0.0, 0.0, 0.0], [0.0, 0.0, 0.0], [-0.1, 0.0, 0.0], [0.0, 0.0, 0.0], [0.1, 0.0, 0.0]],
  "mulliken_charge": [2.02, -0.44, -0.55, 0.52, -0.35, -0.77, -0.78, 1.08, -1.34, 0.38, -0.77, 0.26, -0.99, 0.35, -0.11, -0.67, -0.33, -0.62, -0.38, 0.60, -0.92, 0.34, 0.12, 0.20, 0.42, 0.33, 0.29, 0.18, 0.45, 0.36, 0.37, 0.37, 0.38, -0.40, -0.67, -0.26, -0.06, -0.43, -0.54, 1.95, -0.45, -0.12, -0.52, -0.48, -0.59, -0.26, -0.08, -0.66, -0.62, -0.55, -0.64, -0.26, 0.34, 0.36, 0.31, 0.28, 0.35, 0.01, 0.41, 0.35, 0.37, 0.40, 0.29, 0.32, 0.31, 0.47, -0.28, 0.59, -0.26, -0.26, 0.80, -0.76, -0.74]
}